This record from OMol25 describes one molecule with the formula C3H5N in a non-equilibrium geometry. The level of theory is ωB97M-V with the def2-TZVPD basis set.

Calculated values
Structure (SMILES): C=CN=C
Frontier orbital gap, eV: 9.30
Calculated total energy, eV: -4678.8070
Charge: 0
Maximum force, eV Å⁻¹: 5.43
ΔE to the lowest compared entry with this formula, charge and spin, eV: 3.0501

Cartesian coordinates (Å):
C (1.54483, 0.10250, -0.62444)
C (0.37982, 0.67726, -0.03557)
N (-0.94541, 0.21007, -0.40426)
C (-1.73725, -0.41856, 0.44357)
H (2.55470, 0.29498, -0.30664)
H (1.42927, -0.72519, -1.30052)
H (0.41733, 1.47600, 0.74634)
H (-2.08179, -1.46308, 0.06382)
H (-1.56149, -0.15398, 1.41771)